DFT (ωB97M-V with the def2-TZVPD basis set) results for C17H6N7O3PmS3 as an isolated structure.

ORCA input file:
```
! wB97M-V def2-TZVPD RIJCOSX def2/J DEFGRID3
* xyz -2 5
Pm -0.26783 -0.73668 -0.49609
S 1.79273 0.97596 -1.40599
C 1.04791 2.27455 -2.31468
C 1.85255 3.36462 -2.67235
C 1.38459 4.43110 -3.42216
C 2.27710 5.51646 -3.75708
N 2.99335 6.37984 -4.01553
C 0.04796 4.43064 -3.84237
C -0.76620 3.36755 -3.48778
C -0.31152 2.28182 -2.72512
S -1.44377 1.00249 -2.36153
C -0.48449 5.50746 -4.64560
N -0.91272 6.35917 -5.29080
H 2.88550 3.36413 -2.34920
H -1.79934 3.36766 -3.81057
O -0.41826 -2.74684 0.74222
N 0.41110 -3.41347 1.51340
C 0.00319 -4.63048 1.94342
C 0.78350 -5.40100 2.75651
C 2.03198 -4.89817 3.14249
C 2.42964 -3.66777 2.69649
C 1.62191 -2.87234 1.84957
S 2.07167 -1.34206 1.26636
H -0.97524 -4.90646 1.58299
H 0.42189 -6.36610 3.08038
H 2.67919 -5.47518 3.79141
H 3.38628 -3.24929 2.97568
N -1.50819 0.18520 1.39752
C -2.07775 0.37558 2.38668
C -2.76994 0.59305 3.58540
C -4.18201 0.74223 3.57765
N -5.33127 0.86353 3.59638
C -2.06593 0.63450 4.81772
N -1.51236 0.67063 5.83163
O -1.99077 -2.03738 -1.46164
N -1.25932 -2.62563 -2.29456
O -0.04512 -2.31931 -2.18081
*
```

Summary:
maximum force	1.623	eV/Å
<S²>	6.004
energy	-83362.96698	eV
highest occupied orbital energy (spin up / spin down)	-0.09118 / -0.09144	hartree

These are the natural (NBO) partial charges, in e, on atoms 1 to 2:
1. Pm 1.5902
2. S -0.3663


DFT (ωB97M-V with the def2-TZVPD basis set) results for C17H9Br2F6N2O6PPd as an isolated structure.

ORCA input file:
```
! wB97M-V def2-TZVPD RIJCOSX def2/J DEFGRID3
* xyz 1 2
Pd -0.16907 0.33437 -0.51065
O -0.13896 5.35617 2.55317
C -0.19935 4.17609 1.94147
C -1.41400 3.56919 1.58415
C -1.36580 2.35529 0.94795
N -0.18585 1.79405 0.71702
C 0.99268 2.34483 1.00176
C 1.02481 3.54977 1.65115
C 2.17036 1.51354 0.50657
O 3.29346 1.77089 0.82955
O 1.80724 0.45748 -0.21002
C -2.53249 1.51424 0.44470
O -3.66586 1.81880 0.68498
O -2.15382 0.43784 -0.22510
H -1.01618 5.74389 2.67208
H -2.38322 4.01661 1.76706
H 1.97685 4.00579 1.88468
C -0.29149 -0.91972 2.78371
C -0.10225 -2.04291 1.83092
C 0.05747 -3.36946 2.25070
C 0.23529 -4.37786 1.33364
C 0.24822 -4.05481 -0.03186
C 0.42329 -4.98682 -1.11231
Br 0.65713 -6.76927 -0.74328
C 0.42999 -4.61966 -2.47311
C 0.25929 -3.31873 -2.84485
Br 0.26993 -2.73514 -4.56546
C 0.06553 -2.28020 -1.78699
O -0.09912 -1.12220 -2.08522
C 0.07948 -2.70932 -0.36142
N -0.08700 -1.74274 0.52076
H -0.34283 -1.26902 3.81080
H -1.20686 -0.37993 2.53235
H 0.54409 -0.22197 2.68418
H 0.04097 -3.59009 3.30853
H 0.36118 -5.39999 1.66340
H 0.57723 -5.39002 -3.21729
F -0.93154 1.48409 -2.39232
P 0.28546 2.40389 -3.15816
F 0.63995 2.94843 -1.64700
F 1.26627 1.13005 -2.87658
F -0.77303 3.57225 -3.33493
F 1.47586 3.24086 -3.76962
F -0.12327 1.76143 -4.55913
*
```

Summary:
maximum force	0.506	eV/Å
<S²>	0.753
energy	-202194.93733	eV
highest occupied orbital energy (spin up / spin down)	-0.46845 / -0.46913	hartree
ΔE to the lowest compared entry with this formula, charge and spin	0.251	eV

These are the natural (NBO) partial charges, in e, on atoms 1 to 2:
1. Pd 1.4866
2. O -0.6109


DFT (ωB97M-V with the def2-TZVPD basis set) results for C17H9F9N3O5Ti as an isolated structure.

ORCA input file:
```
! wB97M-V def2-TZVPD RIJCOSX def2/J DEFGRID3
* xyz -1 3
Ti 0.45606 -0.25102 -0.86489
C -0.27091 -2.08836 4.22317
C -0.13565 -0.70176 4.36018
C 0.30095 0.08860 3.31121
C 0.54305 -0.52202 2.05790
C 0.43688 -1.94410 1.91450
C 0.02896 -2.70629 2.99963
N 0.96620 0.26942 1.00220
N 1.35052 1.53039 1.22149
C 1.94488 2.02444 0.09293
C 2.52197 3.29468 0.07249
C 3.19666 3.65847 -1.08267
C 3.23785 2.82384 -2.24929
C 2.56552 1.61614 -2.20170
N 1.91023 1.28965 -1.04996
H -0.65430 -2.67061 5.06114
H -0.37127 -0.27215 5.32733
H 0.47910 1.15539 3.37600
H 0.66134 -2.38914 0.94419
H -0.11381 -3.77830 2.88148
H 2.47194 3.91061 0.95798
H 3.67085 4.62613 -1.10975
H 3.75992 3.14177 -3.15117
H 2.48617 0.90141 -3.00224
O 2.52887 -2.63585 -3.14193
C 1.70058 -1.90492 -2.63957
O 1.67645 -1.64955 -1.30256
C 0.59751 -1.10823 -3.46205
O 0.27122 -1.38961 -4.59568
O 0.10815 -0.06289 -2.80444
F -2.50110 -1.75660 -2.53438
C -3.26805 -1.32302 -1.48898
F -3.77046 -2.39733 -0.84453
F -4.29691 -0.52395 -1.97012
C -2.36145 -0.51218 -0.50751
O -1.09456 -1.09153 -0.44178
C -2.27948 0.97191 -1.03051
F -3.22917 1.77429 -0.51868
F -2.21584 1.04671 -2.37051
F -0.98601 1.50626 -0.54728
C -2.96656 -0.49984 0.94683
F -4.29805 -0.20875 0.92938
F -2.30407 0.45919 1.67667
F -2.75419 -1.70130 1.55548
*
```

Summary:
maximum force	4.399	eV/Å
<S²>	2.023
energy	-80061.33901	eV
highest occupied orbital energy (spin up / spin down)	-0.13346 / -0.20978	hartree

These are the natural (NBO) partial charges, in e, on atoms 1 to 2:
1. Ti 1.4374
2. C -0.2467


DFT (ωB97M-V with the def2-TZVPD basis set) results for C18H10Br4KO3S as an isolated structure.

ORCA input file:
```
! wB97M-V def2-TZVPD RIJCOSX def2/J DEFGRID3
* xyz -1 1
K -16.26197 -1.81621 -5.85436
Br -13.32263 0.22699 0.69097
C -13.66285 0.10267 -1.20184
C -12.69530 0.64694 -2.13873
Br -11.29904 1.77204 -1.52099
C -12.87786 0.38689 -3.46255
Br -11.35358 0.26175 -4.57900
C -14.18839 0.05582 -4.06273
O -14.27992 0.09518 -5.30732
C -15.17072 -0.53460 -3.04834
O -16.18412 -1.19841 -3.43314
C -14.90596 -0.30090 -1.67627
Br -16.31097 -0.72008 -0.45533
O -17.79737 -2.17492 -7.56629
S -18.42912 -1.80286 -8.85234
C -20.06861 -2.36657 -8.70145
C -20.65041 -2.51874 -7.45856
C -22.06671 -2.55829 -7.36186
C -22.84180 -2.64454 -8.49209
C -22.23425 -2.44650 -9.73065
C -20.83215 -2.34436 -9.84538
C -17.58212 -2.80658 -10.16305
C -16.19852 -2.51974 -10.27884
C -15.58692 -2.78424 -11.44895
C -16.14177 -3.59655 -12.47799
C -17.49811 -3.90864 -12.31346
C -18.20831 -3.67166 -11.12873
H -20.03600 -2.51888 -6.54003
H -22.44505 -2.55471 -6.31646
H -23.93341 -2.90215 -8.45443
H -22.89209 -2.51255 -10.60904
H -20.34702 -2.05159 -10.77912
H -15.75133 -2.13712 -9.32659
H -14.66980 -2.29831 -11.67569
H -15.49224 -3.88799 -13.32232
H -18.10046 -4.26387 -13.16297
H -19.16192 -4.23568 -10.86487
*
```

Summary:
maximum force	3.743	eV/Å
energy	-332299.43999	eV
highest occupied orbital energy	-0.07047	hartree
ΔE to the lowest compared entry with this formula, charge and spin	2.286	eV

These are the natural (NBO) partial charges, in e, on atoms 1 to 2:
1. K 0.9631
2. Br -0.0131


DFT (ωB97M-V with the def2-TZVPD basis set) results for C18H10Br4NaO2PSe2 as an isolated structure.

ORCA input file:
```
! wB97M-V def2-TZVPD RIJCOSX def2/J DEFGRID3
* xyz -2 1
Na 2.01791 -0.08968 -1.59667
Se 0.63313 0.55400 0.65791
P -0.82712 -0.58594 -0.40409
Se -0.41649 -1.45845 -2.34339
C -1.45285 -1.90886 0.73303
C -1.38606 -3.25878 0.41633
C -1.84353 -4.22107 1.31938
C -2.38497 -3.83566 2.53619
C -2.45744 -2.48252 2.85949
C -1.98615 -1.53134 1.96810
C -2.39773 0.37579 -0.59821
C -2.46664 1.73019 -0.30125
C -3.66339 2.42980 -0.47451
C -4.79794 1.77360 -0.92894
C -4.73587 0.41334 -1.22436
C -3.54179 -0.27389 -1.06724
H -0.97319 -3.54520 -0.54337
H -1.77238 -5.27322 1.06531
H -2.73883 -4.58235 3.23826
H -2.87240 -2.17150 3.81208
H -2.01241 -0.47973 2.23062
H -1.57479 2.22524 0.06579
H -3.70225 3.49055 -0.24962
H -5.72768 2.31649 -1.06065
H -5.61767 -0.10793 -1.58188
H -3.48303 -1.32649 -1.32013
Br 7.90956 1.95418 1.18274
C 6.31495 1.87996 0.14385
C 5.84185 3.00070 -0.50154
Br 6.76718 4.66081 -0.37744
C 4.65273 2.90795 -1.27304
Br 3.95695 4.42850 -2.19313
C 3.89828 1.72222 -1.42709
O 2.82596 1.64247 -2.12017
C 4.41439 0.50088 -0.72487
O 3.77568 -0.60225 -0.83130
C 5.60321 0.65654 0.02444
Br 6.22078 -0.92832 0.88937
*
```

Summary:
maximum force	2.081	eV/Å
energy	-447495.59411	eV
highest occupied orbital energy	-0.02022	hartree

These are the natural (NBO) partial charges, in e, on atoms 1 to 2:
1. Na 0.8871
2. Se -0.5366